Entry 1:
Molecular formula: C40H37BF3N3O5S
Method: DFT, ωB97M-V with the def2-TZVPD basis set

gap between HOMO and LUMO	4.4	eV
HOMO level	-6.96	eV
2S+1	1
net charge	0

Structure (XYZ):
```
90
Properties=species:S:1:pos:R:3:forces:R:3:mulliken_charge:R:1
C -1.7601 4.8171 4.8692 0.3 0.2 0.0 -0.946
N -1.7172 3.3733 4.7622 -0.6 -0.4 0.0 0.344
C -2.8409 2.6113 4.9491 -0.8 0.6 0.3 0.205
O -3.9561 3.0309 5.2474 1.6 -0.7 -0.5 -0.696
C -2.4365 1.1479 4.7446 -0.6 0.1 0.4 0.248
C -3.2155 0.4172 3.6470 0.1 0.0 -0.5 -0.700
C -4.7032 0.3510 3.8987 -0.1 -0.2 0.0 0.509
C -5.5924 0.7596 2.8985 0.0 0.1 0.5 -0.387
C -6.9667 0.7526 3.1497 0.2 -0.2 0.1 -0.590
C -7.4502 0.2815 4.3768 0.2 0.1 0.0 -0.435
C -6.5586 -0.1533 5.3642 0.3 -0.1 -0.2 -0.693
C -5.1814 -0.1368 5.1184 -0.4 0.2 -0.3 -0.249
N -1.0129 1.2476 4.4348 1.4 -1.9 -0.3 0.633
C -0.2814 0.1341 4.2207 -1.2 1.0 0.3 -0.250
C 1.0961 0.1381 4.0542 1.5 -0.1 -0.7 1.057
C 1.9545 -0.9501 4.0826 -1.0 1.0 1.6 -0.612
C 3.3845 -0.7561 4.2518 1.6 0.3 0.3 -0.147
C 3.9894 0.5220 4.1917 0.4 -0.1 -0.5 0.250
C 5.3958 0.6569 4.2456 -1.5 -1.5 0.1 -0.428
N 5.9843 1.9021 3.8704 1.4 3.1 -0.3 0.993
O 7.2250 2.0256 3.9870 -2.4 -0.3 -0.2 -0.626
O 5.2454 2.8210 3.4386 1.3 -1.9 0.9 -0.594
C 6.2214 -0.4474 4.4817 -0.2 0.2 -0.4 -0.693
C 5.6384 -1.7131 4.5169 0.0 0.1 0.5 -0.688
C 4.2586 -1.8580 4.4808 -0.7 0.4 -0.2 -0.792
C -0.4819 2.6365 4.4862 0.1 0.7 0.0 0.065
C 0.1298 3.0961 3.1546 -0.1 -0.2 -0.2 -1.383
C 0.5348 2.8486 5.6217 -0.2 -0.2 0.2 -1.577
H -2.7878 5.1338 5.0551 0.1 -0.2 0.0 0.383
H -1.1194 5.1714 5.6855 -0.2 -0.1 -0.1 0.295
H -1.4117 5.2802 3.9402 -0.1 0.0 0.1 0.318
H -2.5856 0.6140 5.6999 0.2 0.3 -0.3 0.173
H -3.0224 0.9247 2.6866 0.0 -0.2 0.3 0.334
H -2.8056 -0.6049 3.5644 -0.1 0.3 0.0 0.482
H -5.1892 1.1054 1.9428 -0.2 0.0 0.3 0.348
H -7.6522 1.1150 2.3827 0.1 -0.2 0.2 0.375
H -8.5236 0.2533 4.5656 0.3 0.1 0.0 0.366
H -6.9205 -0.5063 6.3300 0.0 0.1 -0.3 0.374
H -4.4670 -0.4846 5.8694 -0.4 0.1 -0.1 0.344
H -0.8305 -0.8111 4.2044 0.1 0.3 0.2 0.640
H 1.5399 1.1109 3.8805 0.0 -0.4 0.2 -1.177
H 1.5461 -1.9510 4.2382 0.2 0.2 -0.2 0.848
H 3.4035 1.4301 4.0424 0.3 -0.3 -0.1 0.537
H 7.2912 -0.2880 4.5994 -0.2 -0.1 -0.3 0.516
H 6.2717 -2.5981 4.5925 -0.2 0.3 0.2 0.451
H 3.8052 -2.8328 4.6425 0.2 0.3 -0.3 0.811
H -0.5044 2.7880 2.3129 0.1 0.2 0.2 0.268
H 0.2438 4.1888 3.1537 -0.1 -0.4 0.0 0.540
H 1.1253 2.6690 3.0013 -0.2 0.2 -0.1 0.330
H 0.0616 2.6601 6.5930 0.1 0.0 -0.2 0.389
H 1.3938 2.1810 5.5126 -0.2 0.2 0.1 0.277
H 0.9008 3.8830 5.5968 -0.1 -0.3 0.0 0.470
C 1.1954 -6.1787 -2.4146 -0.1 -0.1 -0.3 -1.251
C 1.7608 -5.4960 -1.2347 0.9 0.2 0.7 0.552
C 2.9700 -5.7318 -0.6110 -0.7 0.2 -0.2 -0.680
C 3.1610 -4.9450 0.5781 -1.1 -0.3 -0.8 -1.219
C 2.0622 -4.1554 0.8296 0.3 0.0 -0.2 0.696
B 1.8555 -3.1393 2.0734 0.3 -2.6 -2.0 3.215
C 1.5885 -4.2382 3.2541 0.3 1.6 -0.4 0.389
C 0.3183 -4.7869 3.3452 -0.6 -0.6 0.5 -1.119
C 0.0401 -5.8061 4.2664 0.1 0.4 -0.5 -0.920
C 1.0364 -6.1885 5.1542 -0.3 -0.4 0.5 0.378
C 0.7763 -7.1987 6.2433 0.0 -0.2 0.1 0.801
F 1.5928 -8.2955 6.1123 -0.7 0.8 0.3 -0.263
F 1.0308 -6.6624 7.4820 -0.2 -0.6 -0.8 -0.265
F -0.5084 -7.6496 6.2542 0.9 0.2 0.1 -0.290
C 2.3170 -5.6679 5.0606 0.4 0.2 -0.6 -1.118
C 2.6124 -4.7686 4.0293 0.0 -0.6 0.9 -0.839
O 3.1343 -2.3937 1.9369 0.4 0.7 1.0 -0.449
C 2.8126 -1.3037 1.2226 -0.5 0.6 0.4 0.414
C 1.4085 -1.1573 1.1088 0.5 0.7 0.3 0.482
C 0.8589 0.0594 0.6913 0.2 -1.0 0.2 -1.059
C 1.7354 1.1259 0.5077 0.2 0.5 -0.2 -0.654
C 3.1192 0.9731 0.6422 0.0 0.5 -0.5 -0.600
C 3.6827 -0.2681 0.9047 -0.3 -0.6 0.3 -1.144
O 0.7663 -2.1897 1.7084 -0.2 0.5 0.4 -1.137
S 0.8761 -4.2512 -0.4121 0.6 -0.9 0.2 -0.257
H 1.9656 -6.8194 -2.8447 -0.1 0.0 -0.2 0.348
H 0.3383 -6.7971 -2.1231 0.1 0.1 -0.2 0.243
H 0.8734 -5.4383 -3.1534 0.0 -0.3 -0.1 0.301
H 3.6806 -6.4650 -0.9878 -0.1 0.1 0.0 0.317
H 4.0552 -5.0100 1.1923 -0.3 0.1 0.0 0.392
H -0.4548 -4.4675 2.6425 0.2 0.0 0.3 0.460
H -0.9309 -6.2938 4.2691 0.1 0.1 0.1 0.466
H 3.0918 -5.9867 5.7560 -0.1 -0.1 -0.2 0.380
H 3.6581 -4.5425 3.8212 -0.3 0.2 0.1 0.902
H -0.2155 0.1303 0.5441 0.1 0.2 0.1 0.588
H 1.3394 2.1034 0.2244 0.1 -0.3 0.1 0.478
H 3.7810 1.8367 0.5297 -0.3 -0.3 -0.2 0.385
H 4.7515 -0.4577 0.9369 -0.1 0.2 0.2 0.566
```
Forces are in eV/Å.

***

Entry 2:
Molecular formula: C40H37F5InN4OSi
Method: DFT, ωB97M-V with the def2-TZVPD basis set

gap between HOMO and LUMO	8.5	eV
HOMO level	-10.96	eV
2S+1	1
net charge	+1

Structure (XYZ):
```
89
Properties=species:S:1:pos:R:3:forces:R:3:mulliken_charge:R:1
In -0.2691 0.4862 0.1525 -0.6 0.5 -0.3 2.485
C 1.5812 -1.7127 -1.2994 0.1 0.0 -0.4 -1.443
N 1.3275 -1.2692 0.0639 0.1 0.0 -0.1 0.602
C 2.5185 -0.6020 0.5682 0.3 0.1 0.5 0.713
C 2.7671 0.6990 -0.1399 0.7 0.1 0.0 0.126
C 4.0520 1.2110 -0.2872 -0.3 -0.1 -0.1 -0.705
C 4.2097 2.4867 -0.8026 -0.2 -0.1 0.0 -0.669
C 3.0809 3.2114 -1.1540 0.0 0.0 0.0 -0.937
C 1.8405 2.6162 -1.0089 0.1 0.4 -0.2 -0.271
N 1.6982 1.3865 -0.5317 -0.1 -0.2 0.1 0.446
C 0.8714 -2.3433 0.9477 -0.1 -0.3 0.3 -1.570
C -0.4763 -2.1298 1.6042 0.0 -0.4 0.4 0.748
C -0.8204 -2.8862 2.7183 0.0 0.1 -0.1 -0.748
C -2.0913 -2.7605 3.2514 0.0 0.1 -0.3 -0.298
C -2.9981 -1.9120 2.6296 0.1 0.0 -0.1 -1.136
C -2.5603 -1.1577 1.5585 -0.5 -0.1 0.1 -0.266
N -1.3279 -1.2644 1.0707 0.2 0.0 0.0 0.266
C 0.3441 -1.7382 -2.1472 0.0 -0.4 -0.3 1.070
C 0.2795 -2.5581 -3.2660 -0.1 0.1 0.0 -1.283
C -0.8187 -2.4636 -4.1025 0.0 0.2 0.2 -0.363
C -1.8367 -1.5843 -3.7582 0.0 -0.1 0.0 -1.207
C -1.7052 -0.8391 -2.6014 -0.3 0.0 -0.3 -0.085
N -0.6266 -0.8931 -1.8304 0.2 0.1 0.2 0.082
H 2.0846 -2.6896 -1.3267 0.0 0.2 0.0 0.356
H 2.2522 -0.9849 -1.7719 0.0 -0.2 0.1 0.523
H 3.4064 -1.2496 0.5256 -0.1 0.1 0.0 0.735
H 2.3065 -0.3222 1.6048 0.2 -0.2 -0.1 -1.616
H 4.9088 0.6241 0.0081 0.0 -0.1 0.1 0.540
H 5.1955 2.9089 -0.9135 0.1 0.1 0.0 0.484
H 3.1596 4.2183 -1.5297 0.0 0.1 -0.1 0.513
H 0.9278 3.1326 -1.2740 0.0 0.0 0.0 0.325
H 1.5992 -2.5101 1.7481 0.0 -0.1 -0.2 0.359
H 0.7886 -3.2778 0.3775 0.1 0.1 0.0 0.533
H -0.0950 -3.5456 3.1683 0.1 -0.1 0.1 0.508
H -2.3724 -3.3129 4.1342 0.0 -0.1 0.1 0.454
H -4.0111 -1.8114 2.9848 -0.1 0.1 0.0 0.475
H -3.2039 -0.4413 1.0603 0.0 0.0 0.1 0.589
H 1.0875 -3.2413 -3.4799 0.1 -0.1 0.0 0.498
H -0.8755 -3.0593 -5.0002 -0.1 -0.1 -0.1 0.448
H -2.7105 -1.4791 -4.3805 -0.1 0.0 0.0 0.458
H -2.4842 -0.1624 -2.2768 -0.1 0.1 -0.1 0.611
C 2.5248 2.3460 5.3687 -0.2 0.0 -0.1 -1.874
C 2.3634 2.1402 3.8621 -0.3 -0.1 0.0 2.162
C 3.6182 1.4090 3.3789 -0.3 -0.2 0.0 -2.012
C 2.3144 3.4770 3.1218 -0.2 -0.2 0.0 -1.691
Si 0.7178 1.1432 3.5758 0.3 0.1 0.6 -1.366
O 0.4606 0.8640 2.0168 0.1 -0.1 -0.3 0.211
C -0.8202 1.9645 4.3416 0.6 -0.1 -0.1 1.133
C -0.8463 3.2203 4.9378 0.1 0.0 0.0 -0.795
C -2.0021 3.7315 5.5014 -0.1 0.2 0.1 -0.729
C -3.1742 2.9985 5.4777 0.0 0.0 0.0 -0.954
C -3.1778 1.7520 4.8738 -0.1 -0.1 0.0 -0.644
C -2.0153 1.2493 4.3201 0.1 -0.1 -0.1 -0.087
C 0.9592 -0.5101 4.5207 -0.2 0.6 -0.2 1.724
C 0.2039 -0.7698 5.6589 -0.1 0.1 0.0 -0.796
C 0.4309 -1.8854 6.4437 0.0 -0.2 0.2 -0.820
C 1.4450 -2.7729 6.1262 -0.1 -0.1 0.0 -0.780
C 2.2077 -2.5424 4.9954 0.1 -0.2 -0.1 -1.141
C 1.9515 -1.4346 4.2079 0.1 0.1 -0.2 -0.113
H 3.4497 2.8752 5.5922 0.2 0.1 0.0 0.525
H 2.5528 1.3840 5.8777 0.0 -0.1 0.2 0.306
H 1.7034 2.9189 5.7815 -0.1 0.1 0.2 0.315
H 4.5010 2.0168 3.5808 0.1 0.1 0.0 0.675
H 3.5826 1.2343 2.3062 0.1 0.0 -0.1 0.496
H 3.7503 0.4626 3.8966 0.1 -0.1 0.0 0.238
H 3.2173 4.0592 3.3045 0.2 0.1 0.0 0.497
H 1.4666 4.0786 3.4305 -0.2 0.2 0.0 0.224
H 2.2280 3.3056 2.0469 0.0 0.1 -0.1 0.144
H 0.0505 3.8189 4.9744 0.0 0.1 0.0 0.113
H -1.9806 4.7050 5.9676 0.0 0.1 0.0 0.435
H -4.0711 3.3892 5.9335 -0.1 0.0 0.0 0.403
H -4.0871 1.1686 4.8443 -0.1 -0.1 0.0 0.496
H -2.0218 0.2709 3.8574 -0.1 -0.1 0.0 0.321
H -0.5719 -0.0767 5.9405 -0.1 0.1 0.1 0.425
H -0.1749 -2.0483 7.3209 -0.1 0.0 0.2 0.476
H 1.6438 -3.6297 6.7522 0.0 -0.1 0.1 0.398
H 3.0084 -3.2193 4.7308 0.1 -0.1 0.0 0.432
H 2.5662 -1.2777 3.3340 0.2 0.0 0.0 0.575
F -0.8385 1.9633 -2.6144 -0.2 0.2 -0.3 -0.439
C -1.7954 2.4170 -1.7702 -0.2 0.1 0.3 0.348
C -1.7737 1.9506 -0.4741 0.3 -0.3 0.0 -0.097
C -2.7231 2.4410 0.3965 0.0 0.0 -0.4 -0.209
F -2.7395 1.9483 1.6434 -0.3 0.3 0.1 0.131
C -3.6717 3.3822 0.0054 0.1 -0.2 0.1 -0.018
F -4.5577 3.8494 0.8816 0.0 0.0 -0.1 -0.289
C -3.6975 3.8079 -1.3230 0.2 -0.2 0.1 0.613
F -4.6235 4.6674 -1.7351 0.2 -0.1 0.1 -0.290
C -2.7553 3.3124 -2.2249 0.1 -0.1 0.0 0.281
F -2.7871 3.6745 -3.5082 0.0 0.1 0.1 -0.302
```
Forces are in eV/Å.

***

Entry 3:
Molecular formula: C40H37N3P2RuSe4
Method: DFT, ωB97M-V with the def2-TZVPD basis set

gap between HOMO and LUMO (alpha / beta)	6.6 / 2.9	eV
HOMO level (alpha / beta)	-9.42 / -9.41	eV
2S+1	6
net charge	+1

Structure (XYZ):
```
87
Properties=species:S:1:pos:R:3:forces:R:3:mulliken_spin:R:1
Ru 0.8261 -1.8046 1.4904 -1.3 -0.1 -0.4 2.568
Se 0.2546 3.3914 -2.2053 -0.3 -0.3 0.3 0.002
P -1.4409 2.9314 -0.9859 0.9 0.4 -0.7 -0.001
C -2.8827 2.6338 -2.0540 0.0 0.1 0.4 0.001
C -4.0522 3.3809 -2.1015 0.0 -0.1 0.0 0.000
C -5.0228 3.0859 -3.0498 0.0 0.1 0.0 0.000
C -4.8342 2.0477 -3.9451 0.0 0.0 0.0 0.000
C -3.6720 1.2901 -3.8903 0.0 0.0 0.0 0.000
C -2.6989 1.5860 -2.9538 -0.2 0.0 0.0 -0.001
C -1.5965 4.1819 0.3244 -0.2 -0.2 -0.1 0.001
C -0.5086 4.2047 1.1983 -0.1 0.0 0.1 -0.001
C -0.4408 5.1528 2.2018 0.0 0.0 0.0 0.000
C -1.4564 6.0901 2.3419 0.0 0.0 0.0 0.000
C -2.5375 6.0686 1.4784 0.0 0.1 0.0 0.000
C -2.6100 5.1194 0.4672 0.0 0.0 0.0 0.001
C -1.2279 1.4190 -0.0369 0.0 -0.4 0.3 -0.018
C -0.2173 0.4774 0.1519 -0.4 0.2 0.0 0.019
N -0.7177 -0.3827 1.0879 1.0 0.0 -0.6 0.001
N -1.9335 -0.0076 1.4521 0.0 -0.2 0.3 0.004
N -2.2453 1.0657 0.7914 -0.1 0.1 -0.2 0.031
P 1.4780 0.0313 -0.3242 -0.7 1.0 -0.1 0.229
Se 2.8306 -2.9100 1.8760 0.5 -0.5 0.1 1.396
C 2.4246 1.4704 0.2770 0.2 -0.3 0.1 0.030
C 2.2843 1.6965 1.6478 0.1 0.0 -0.1 0.051
C 2.9400 2.7462 2.2654 0.0 0.0 0.0 -0.010
C 3.7770 3.5662 1.5206 0.0 0.0 0.0 0.014
C 3.9495 3.3251 0.1680 0.0 0.0 0.0 -0.006
C 3.2756 2.2866 -0.4575 -0.1 -0.1 -0.1 0.018
C 1.3980 -0.1402 -2.1254 0.2 -0.3 0.1 0.035
C 2.4560 0.1499 -2.9825 0.1 0.0 0.1 0.020
C 2.3456 -0.1166 -4.3369 0.0 0.0 -0.1 -0.010
C 1.2085 -0.7288 -4.8408 0.0 0.0 0.0 0.023
C 0.1760 -1.0763 -3.9814 0.0 0.0 0.0 -0.013
C 0.2651 -0.7787 -2.6332 0.0 0.0 0.1 0.017
H -4.2308 4.1875 -1.4107 -0.1 -0.1 -0.1 0.000
H -5.9252 3.6815 -3.0879 0.0 0.0 0.0 0.000
H -5.5905 1.8303 -4.6881 0.0 0.0 0.0 0.000
H -3.5149 0.4785 -4.5895 0.0 0.0 0.0 0.000
H -1.7820 1.0183 -2.9287 0.2 -0.1 0.0 0.002
H 0.2924 3.4857 1.0760 0.0 0.0 0.0 0.001
H 0.4144 5.1731 2.8658 0.0 0.0 0.0 0.000
H -1.4005 6.8396 3.1204 0.0 0.0 0.0 0.000
H -3.3284 6.8003 1.5777 0.0 0.0 0.0 0.000
H -3.4576 5.1311 -0.1970 0.1 0.1 0.1 0.000
H 1.6438 1.0406 2.2256 0.0 0.1 0.0 -0.029
H 2.8044 2.9290 3.3242 0.0 0.0 0.0 0.000
H 4.2970 4.3860 1.9981 0.0 0.0 0.0 0.001
H 4.6091 3.9549 -0.4139 0.0 0.0 0.0 0.000
H 3.3941 2.1450 -1.5197 0.0 0.1 0.0 0.003
H 3.3742 0.5764 -2.6045 0.0 0.0 0.0 0.002
H 3.1578 0.1485 -5.0010 0.0 0.0 0.0 0.001
H 1.1359 -0.9533 -5.8968 0.0 0.0 0.0 0.000
H -0.7023 -1.5825 -4.3626 0.0 0.0 0.0 0.001
H -0.5479 -1.0516 -1.9707 0.0 0.0 0.0 0.000
C 1.2914 0.5879 4.8008 0.3 0.0 -0.2 0.018
Se 0.4500 -0.9587 3.9667 -0.3 0.0 0.8 0.067
C 1.3711 -2.3331 5.0398 0.0 0.2 -0.2 0.001
C 0.5611 -3.6171 5.1084 -0.2 0.0 -0.1 -0.001
Se -0.4045 -3.9114 3.4290 0.2 0.0 0.1 0.347
C -1.3361 -5.5559 3.8931 0.3 -0.1 -0.1 0.028
H 2.3649 0.5947 4.6295 0.0 0.0 0.0 -0.001
H 1.0663 0.5354 5.8626 0.0 -0.1 0.0 0.005
H 0.8314 1.4770 4.3767 0.0 0.0 0.0 0.001
H 1.5145 -1.9021 6.0288 0.0 -0.1 0.0 -0.001
H 2.3447 -2.5101 4.5866 0.0 0.0 0.0 0.007
H -0.1887 -3.5811 5.8979 0.0 0.0 0.0 0.009
H 1.2103 -4.4767 5.2661 0.0 0.0 0.1 0.000
H -2.0458 -5.3373 4.6874 0.0 0.1 0.0 0.019
H -0.6210 -6.3124 4.2055 0.0 0.0 0.0 0.003
H -1.8546 -5.8808 2.9952 0.0 0.0 0.0 -0.002
C 1.9944 -4.4681 -3.5386 -0.2 -0.1 -0.1 -0.018
C 2.7487 -3.7344 -2.6095 0.0 0.1 0.2 0.033
C 2.1853 -3.3081 -1.4361 0.1 0.0 -0.1 -0.005
C 0.8330 -3.5726 -1.1275 0.1 -0.2 0.0 -0.173
C 0.1637 -3.0710 0.0314 -0.2 0.2 0.4 0.095
C -1.1805 -3.3580 0.2225 0.1 0.2 -0.2 0.084
C -1.8945 -4.1617 -0.6780 0.0 -0.2 -0.1 -0.035
C -1.2661 -4.6643 -1.7847 -0.1 0.0 0.0 0.103
C 0.0855 -4.3559 -2.0564 0.1 0.2 0.2 -0.013
C 0.6958 -4.7866 -3.2548 0.1 0.0 -0.1 0.029
H 2.4439 -4.7837 -4.4706 0.0 0.0 0.0 0.000
H 3.7833 -3.5021 -2.8256 0.0 0.0 0.0 -0.001
H 2.7878 -2.7503 -0.7333 0.0 0.1 -0.1 0.002
H -1.7295 -2.9374 1.0571 0.0 0.1 0.0 0.011
H -2.9409 -4.3684 -0.4954 0.0 0.0 0.0 -0.002
H -1.8051 -5.3034 -2.4737 0.0 0.1 -0.1 0.004
H 0.1029 -5.3646 -3.9537 0.0 0.0 0.0 0.001
```
Forces are in eV/Å.